No. 1
A 2-piece molecular cluster, H4O2 overall. Source: the OMol25 dataset; level of theory: ωB97M-V/def2-TZVPD.

frontier orbital gap: 11.395 eV
net charge: 0

The geometry in XYZ format:
```
6
Properties=species:S:1:pos:R:3:forces:R:3
O 1.3087 -0.0022 -0.0880 1.76 1.16 1.22
H -1.2706 0.9060 -0.1242 -0.47 -1.99 0.36
H 1.8275 -0.7036 0.3402 -0.38 -0.09 -0.34
H 1.7706 0.7906 0.3223 -1.11 -1.13 -0.93
H -0.7215 -0.5224 -0.2253 0.41 -0.02 -0.02
O -1.5095 -0.0566 0.0489 -0.21 2.08 -0.29
```
Positions in Å, forces in eV/Å.



No. 2
A 2-piece molecular cluster, H4O2 overall. Source: the OMol25 dataset; level of theory: ωB97M-V/def2-TZVPD.

frontier orbital gap (spin up / spin down): 13.274 / 5.317 eV
net charge: +1
multiplicity: 2

The geometry in XYZ format:
```
6
Properties=species:S:1:pos:R:3:forces:R:3
H -4.9458 -3.6107 -10.6005 -0.20 -0.45 0.16
H -3.8577 -2.9952 -11.4544 0.44 0.23 -0.30
O -4.6166 -2.7693 -10.9166 -0.72 0.70 0.38
H -5.7103 -1.4245 -10.5461 2.85 -2.59 -0.69
H -6.3293 -0.1942 -9.9175 0.00 1.74 1.15
O -6.5138 -0.9046 -10.5320 -2.38 0.38 -0.70
```
Positions in Å, forces in eV/Å.



No. 3
H4O2Rb as an isolated structure. Source: the OMol25 dataset; level of theory: ωB97M-V/def2-TZVPD.

frontier orbital gap: 12.189 eV
net charge: +1

The geometry in XYZ format:
```
7
Properties=species:S:1:pos:R:3:forces:R:3
H -2.6228 -0.9498 1.6966 0.10 0.22 0.01
O 2.0920 -0.2150 -1.8132 0.03 0.33 0.27
O -2.1475 -0.1062 1.6787 -0.11 -0.02 0.02
H 1.9150 0.6763 -2.1445 0.36 -0.26 -0.37
H 3.0387 -0.3706 -1.9532 -0.30 0.06 -0.07
Rb 0.4659 0.4445 0.4193 -0.21 -0.15 0.23
H -2.7414 0.5209 2.1164 0.13 -0.18 -0.10
```
Positions in Å, forces in eV/Å.



No. 4
A 2-piece molecular cluster, H4O2Si2 overall. Source: the OMol25 dataset; level of theory: ωB97M-V/def2-TZVPD.

frontier orbital gap: 9.686 eV
net charge: 0

The geometry in XYZ format:
```
8
Properties=species:S:1:pos:R:3:forces:R:3
O -1.1996 0.3023 -0.5862 -0.46 0.32 -0.71
H 1.5126 0.1345 -2.1187 0.46 0.60 -0.19
Si 1.5791 -0.5686 -0.8512 -1.79 -0.13 0.40
H -1.1165 1.4161 1.9716 -0.48 -0.71 -1.01
H 1.4149 -1.9940 -1.2013 0.37 -0.12 0.33
H -1.1605 -1.1286 1.6230 -0.50 1.39 -0.45
Si -1.2684 0.2795 0.9270 2.01 -1.21 1.82
O 1.4494 -0.0064 0.5691 0.40 -0.13 -0.20
```
Positions in Å, forces in eV/Å.



No. 5
One molecule with the formula H4O3Si. Source: the OMol25 dataset; level of theory: ωB97M-V/def2-TZVPD.

frontier orbital gap (spin up / spin down): 4.971 / 7.365 eV
net charge: 0
multiplicity: 3

The geometry in XYZ format:
```
8
Properties=species:S:1:pos:R:3:forces:R:3
H 0.4406 -0.0568 1.6673 2.05 0.84 3.15
O 1.3305 -0.5628 -0.6921 -0.88 2.03 -1.05
O -1.5138 -0.6183 -0.4797 -1.15 -1.70 -1.89
H -1.7319 -1.4832 -0.9890 0.75 1.83 1.17
H 1.8254 -1.1923 -0.2508 1.61 -2.17 1.20
O -0.0850 1.5379 -0.3441 -0.22 0.79 0.42
H 0.7641 1.8404 -0.6524 0.64 0.53 -0.14
Si -0.0557 -0.0317 0.0166 -2.79 -2.15 -2.86
```
Positions in Å, forces in eV/Å.



No. 6
A 2-piece molecular cluster, H4OP2S overall. Source: the OMol25 dataset; level of theory: ωB97M-V/def2-TZVPD.

frontier orbital gap (spin up / spin down): 7.440 / 7.345 eV
net charge: 0

The geometry in XYZ format:
```
8
Properties=species:S:1:pos:R:3:forces:R:3
S 2.4587 -0.2382 -0.7272 0.13 0.25 -0.30
H 0.0916 2.6296 -0.3921 -0.75 -1.12 0.02
P -0.6748 1.5331 0.2252 2.56 0.45 1.60
H -1.6344 1.2670 -0.6536 -1.28 -0.13 -1.83
H -0.3687 -0.9892 1.5490 0.67 -0.24 0.04
O 0.5494 -1.0691 1.2109 -1.05 -0.27 1.01
H -1.0415 -2.7429 -0.9761 0.11 0.23 0.01
P 0.6196 -0.3903 -0.2360 -0.40 0.82 -0.55
```
Positions in Å, forces in eV/Å.



No. 7
A 2-piece molecular cluster, H4OS overall. Source: the OMol25 dataset; level of theory: ωB97M-V/def2-TZVPD.

frontier orbital gap: 10.869 eV
net charge: 0

The geometry in XYZ format:
```
6
Properties=species:S:1:pos:R:3:forces:R:3
O -1.0178 -0.9011 -1.1853 -0.09 -0.11 0.17
H -1.0439 0.0191 -0.8376 -0.07 -1.26 -0.32
H 0.6302 0.6390 1.8414 0.10 -0.02 -0.12
H -0.4693 -1.3963 -0.5357 -0.85 0.60 -0.90
H 1.2256 1.4008 0.1599 0.00 -0.19 0.02
S 0.6753 0.2385 0.5572 0.92 0.97 1.15
```
Positions in Å, forces in eV/Å.



No. 8
A 2-piece molecular cluster, H4OS2 overall. Source: the OMol25 dataset; level of theory: ωB97M-V/def2-TZVPD.

frontier orbital gap: 9.184 eV
net charge: 0

The geometry in XYZ format:
```
7
Properties=species:S:1:pos:R:3:forces:R:3
H -0.2509 1.8587 -2.0452 -0.16 -0.12 -0.05
S 0.7433 -1.0857 0.3595 0.28 0.23 -0.12
S -1.0369 -0.0317 0.5407 -0.22 -0.15 -0.80
O 0.5631 2.0611 -1.5842 0.22 0.41 -0.02
H 0.2584 -2.0799 -0.3879 -0.18 -0.17 0.09
H -0.8546 0.2760 1.8007 0.04 0.04 0.86
H 1.0403 1.2329 -1.5128 0.02 -0.24 0.04
```
Positions in Å, forces in eV/Å.



Number 1: E_tot -4159.6929 eV. Number 2: E_tot -4148.2957 eV. Number 3: E_tot -4810.4013 eV. Number 4: E_tot -19913.7317 eV. Number 5: E_tot -14081.4847 eV. Number 6: E_tot -31521.6909 eV. Number 7: E_tot -12946.9850 eV. Number 8: E_tot -23782.5126 eV.